Entry 1:
DFT (ωB97M-V/def2-TZVPD) results for a molecular structure, C6H24Al2N12O10P at a distorted geometry.

Geometry as ORCA input:
```
! RIJCOSX wB97M-V def2-TZVPD def2/J DEFGRID3
* xyz 3 1
Al 2.6482 -3.6365 -0.6609
Al 3.7106 0.6408 -2.6066
P 1.0931 -0.4860 -0.6192
O 0.5084 0.0444 0.7022
O 1.0520 0.6438 -1.7574
O 0.5949 -1.9008 -1.1014
O 2.6117 -0.7645 -0.3162
C 2.4189 2.6433 2.1990
O 3.2061 3.1997 2.9194
N 1.2410 2.2206 2.4733
N 2.6940 2.3658 0.9407
H 0.8132 1.5313 1.8716
H 0.8160 2.4376 3.3635
H 3.6494 2.3599 0.6135
H 1.9028 1.9295 0.4892
C -1.6714 -1.3186 -3.3870
O -2.4730 -1.0743 -4.2932
N -2.0745 -1.1418 -2.1712
N -0.5645 -1.9144 -3.5195
H -1.4072 -1.0004 -1.4263
H -2.8459 -0.4901 -2.1869
H -0.1743 -1.7594 -4.4381
H 0.0069 -1.8733 -2.6877
C 1.7712 -1.3808 3.5420
O 1.9686 -1.8186 4.6664
N 0.6414 -1.4394 2.9261
N 2.6155 -0.9860 2.6526
H 0.5049 -0.7528 2.1981
H -0.0597 -2.0836 3.2631
H 3.5803 -1.0175 2.9498
H 2.3209 -0.8220 1.7005
C -1.0345 -3.6052 1.1323
O 0.1620 -3.9272 1.0491
N -1.6134 -2.7420 0.4262
N -1.9290 -3.9304 2.0210
H -2.6028 -2.6708 0.6162
H -1.0388 -2.1054 -0.1074
H -1.8028 -4.3555 2.9284
H -2.8384 -3.5050 1.9109
C -2.2863 1.9356 0.9844
O -3.3236 2.4447 1.1985
N -1.3888 2.3797 0.1648
N -1.9180 0.7304 1.4141
H -0.6041 1.7685 -0.0105
H -1.4192 3.3372 -0.1552
H -2.6820 0.1743 1.7706
H -1.1304 0.2419 1.0125
C -0.8247 2.9967 -3.3389
O -1.4244 3.7962 -4.0369
N -0.0834 3.3328 -2.2633
N -0.6136 1.7737 -3.7420
H -0.0473 4.2772 -1.9069
H 0.3892 2.6180 -1.7287
H 0.0064 1.3196 -3.0866
H -1.0519 1.3590 -4.5520
*
```

Properties
HOMO, eV: -18.38
DFT total energy, eV: -67414.5159
Energy relative to the best compared isomer or geometry (same formula, charge and spin), kJ/mol: 0.0
LUMO level, eV: -15.73
Kohn-Sham gap, eV: 2.65

=====

Entry 2:
DFT (ωB97M-V/def2-TZVPD) results for a molecular structure, C6H24B3O2Sn at a distorted geometry.

Geometry as ORCA input:
```
! RIJCOSX wB97M-V def2-TZVPD def2/J DEFGRID3
* xyz -1 1
Sn -1.2173 -0.9651 0.1501
B -2.9314 0.7699 -1.9499
H -2.3138 0.0674 -2.4879
H -2.3445 1.6186 -1.6346
H -3.7452 1.0725 -2.5905
H -3.2978 0.2699 -1.0667
B -0.0383 -1.8690 -2.8518
H -0.4538 -2.6206 -2.1985
H 0.2798 -1.0379 -2.2417
H 0.8076 -2.2742 -3.3852
H -0.7284 -1.6009 -3.6368
B 1.1369 1.0603 -0.8273
H 1.2617 0.2941 -0.0780
H 1.4943 2.0212 -0.4909
H 1.6952 0.8060 -1.7150
H 0.0955 1.2272 -1.0552
C 2.5429 -2.8970 -0.2282
C 1.9021 -3.1705 1.1006
O 0.8445 -2.6832 1.3909
C 2.7148 -4.0063 2.0286
H 3.4887 -2.3825 -0.0584
H 1.9304 -2.1845 -0.7807
H 2.7180 -3.7612 -0.8690
H 3.7952 -3.9462 1.8974
H 2.4991 -5.0652 1.8864
H 2.6250 -3.7121 3.0743
C -1.3959 3.4727 3.1023
C -1.5569 2.8054 1.7607
O -1.6587 1.6114 1.5954
C -1.5046 3.8442 0.6633
H -1.4513 2.7253 3.8937
H -2.2274 4.1506 3.2953
H -0.4682 4.0436 3.1408
H -2.2220 3.6323 -0.1294
H -0.5408 3.8867 0.1560
H -1.7352 4.7971 1.1398
*
```

Properties
HOMO, eV: -5.15
DFT total energy, eV: -18557.9360
Energy relative to the best compared isomer or geometry (same formula, charge and spin), kJ/mol: 486.8
LUMO level, eV: 1.76
Kohn-Sham gap, eV: 6.91